[1]
Here is a structure of composition C2H5Cl3P2 from the OMol25 dataset. Energies are from the ωB97M-V functional and the def2-TZVPD basis.

As for the frontier orbital gap: 9.110 eV. The calculation puts the highest occupied orbital energy at -8.6 eV. Its energy above the lowest of the compared OMol25 structures with the same formula, charge and spin is 102.3 kJ/mol. The LUMO energy is 0.56 eV. As for the spin multiplicity: 1.

Element x y z (Å)
C 1.745 -0.537 1.139
P -3.148 0.310 -0.542
Cl 3.376 -0.469 -0.966
H -0.949 1.060 -1.800
H 0.992 -0.015 1.711
H -2.930 -0.857 0.414
Cl 2.276 -2.040 1.573
Cl 1.466 1.688 -0.370
C 2.163 0.151 0.054
H -3.361 1.053 0.596
P -0.999 0.408 -0.532
H -0.631 -0.753 -1.277

***

[2]
Here is a structure of composition C23H29Cl5NO2P2Tb from the OMol25 dataset. Energies are from the ωB97M-V functional and the def2-TZVPD basis.

As for the frontier orbital gap (spin up / spin down): 5.377 / 5.424 eV. The calculation puts the highest occupied orbital energy (spin up / spin down) at -5.4 / -5.4 eV. The LUMO energy (spin up / spin down) is 0.02 / 0.03 eV. As for the spin multiplicity: 7.

Element x y z (Å)
H -1.153 -1.085 -0.854
H -2.531 -1.747 -2.874
C -1.648 1.749 -1.999
H 1.703 -2.537 -0.912
H 4.332 0.130 2.315
H -1.226 -5.665 1.654
C -1.918 1.047 5.132
C -1.257 0.638 2.437
H 2.695 -4.514 0.275
C 3.373 -0.408 2.266
H 3.108 -1.301 -3.862
H -4.653 0.538 -1.084
C -0.536 2.434 -1.450
C 1.621 -4.327 0.341
H -2.042 2.210 -2.914
N 0.286 1.848 -0.492
C -1.136 -3.860 0.467
C -0.577 -4.970 1.115
H 4.475 0.890 -0.242
C -3.766 0.405 -0.448
Cl -2.252 2.989 1.585
Cl -0.739 -1.301 5.902
C 0.762 4.478 -1.297
Cl 0.068 -1.680 2.831
O -1.247 0.600 -5.921
P 2.430 0.090 0.791
C 3.703 0.152 -0.506
C 0.802 -5.186 1.074
C 1.295 2.573 0.057
H -3.656 1.276 0.208
C -1.914 1.804 2.807
O 2.737 -0.468 -3.935
H 3.559 -1.488 2.195
H -0.314 0.853 -5.816
C -2.842 -0.698 -2.985
C -1.212 -0.124 4.753
H -1.353 0.440 -6.818
C -0.297 -2.962 -0.192
H 1.767 2.040 2.110
C 2.189 1.902 1.097
H 2.790 -0.215 3.176
P -2.303 0.197 -1.507
H -0.877 4.150 -2.677
H -3.938 -0.668 -3.072
C -0.247 3.746 -1.887
H 2.460 -0.399 -4.861
H 3.192 2.356 1.086
H 2.332 4.424 0.220
Cl -2.349 1.282 6.761
C -2.260 2.023 4.155
H -2.216 -3.673 0.499
H -3.914 -0.487 0.178
C 1.070 -3.213 -0.319
H 3.252 0.410 -1.474
H 1.236 -6.032 1.606
C -0.891 -0.292 3.398
H -0.847 -1.853 -0.734
H 0.959 5.502 -1.609
Tb -0.296 -0.229 0.434
H -2.391 -0.292 -3.903
Cl -3.081 3.453 4.607
H 4.156 -0.846 -0.596
C 1.529 3.892 -0.292

***

[3]
Here is a cluster of 7 separate species, C32H78N4O7 in total from the OMol25 dataset. Energies are from the ωB97M-V functional and the def2-TZVPD basis.

As for the frontier orbital gap: 8.869 eV. As for the SMILES: CC1(C)CCCC(C)(C)N1O.CC1(C)CCCC(C)(C)N1O.COC[C@H](C)N.COC[C@H](C)N.CCO.CCO.CCO. The calculation puts the highest occupied orbital energy at -8.4 eV. Its energy above the lowest of the compared OMol25 structures with the same formula, charge and spin is 1.2 kJ/mol. The LUMO energy is 0.49 eV. As for the spin multiplicity: 1.

Element x y z (Å)
C 9.303 -14.551 12.158
C 16.042 -15.137 15.401
C 15.529 -15.761 12.195
O 10.760 -18.983 19.339
C 12.921 -13.751 19.150
H 1.295 -14.937 16.868
H 9.031 -15.845 15.124
H 12.694 -15.704 15.590
H 15.997 -14.325 16.128
H 9.946 -15.314 12.598
H 2.226 -12.945 18.118
C 14.372 -16.473 12.894
C 14.657 -16.709 16.747
C 8.483 -12.467 12.736
H 2.559 -11.241 18.116
C 8.934 -11.050 13.180
H 12.167 -13.374 21.171
H 5.906 -12.906 15.361
C 10.533 -19.491 16.908
C 4.219 -13.829 16.433
H 2.206 -12.375 13.525
C 5.693 -13.758 16.007
H 12.280 -13.807 14.164
H 15.115 -18.722 14.612
H 14.026 -13.691 13.927
C 2.599 -12.134 17.493
H 11.916 -17.324 20.076
H 0.519 -12.522 13.869
C 13.893 -17.633 11.994
H 8.096 -12.452 11.717
H 9.965 -14.122 17.448
C 14.757 -15.961 15.411
O 15.532 -17.894 14.361
H 8.919 -14.430 21.857
H 7.339 -15.018 19.948
C 10.916 -19.181 15.474
H 14.520 -16.057 17.610
H 10.549 -13.886 15.782
H 9.203 -16.088 18.906
H 13.182 -14.874 12.020
H 11.778 -14.948 20.570
H 14.758 -18.248 11.747
O 8.811 -16.366 17.161
N 3.356 -13.831 15.221
C 11.883 -13.907 20.264
H 7.728 -12.814 13.442
H 7.531 -15.481 22.373
C 0.989 -14.543 15.899
H 15.596 -17.254 16.846
C 13.159 -15.450 12.945
H 7.253 -10.000 12.374
C 11.259 -18.720 18.000
H 4.848 -15.101 18.032
H 11.002 -18.307 21.276
H 8.949 -19.355 18.106
H 9.678 -10.715 12.459
O 10.621 -13.465 19.831
H 13.898 -14.146 19.429
C 8.111 -15.677 20.345
C 13.517 -15.013 15.411
H 9.098 -16.128 22.190
N 9.136 -19.196 17.127
H 13.916 -17.506 16.801
H 10.505 -16.193 16.040
H 0.843 -11.859 16.620
C 11.572 -18.322 20.347
C 9.739 -14.284 16.394
H 1.018 -15.413 15.243
H 9.878 -10.014 14.952
H 7.549 -16.595 20.175
H 8.837 -13.703 16.200
H 10.652 -19.944 14.742
H 9.388 -14.577 11.072
H 9.010 -11.608 15.220
H 8.549 -19.836 16.611
H 4.326 -11.716 16.477
H 13.520 -17.217 11.058
C 4.018 -12.515 17.151
H 8.305 -14.957 12.327
H 6.346 -13.499 16.841
H 2.090 -11.254 15.502
H 16.974 -15.702 15.399
H 1.468 -14.002 13.266
H 3.915 -15.936 16.718
C 1.812 -12.070 16.169
H 13.060 -12.676 19.041
C 9.514 -15.742 16.096
C 3.996 -15.054 17.353
H 10.017 -14.195 19.983
C 1.922 -13.438 15.337
O 9.364 -15.664 19.752
H 7.116 -10.300 13.875
H 10.682 -18.195 15.073
H 16.451 -16.215 12.557
H 4.456 -12.645 18.140
C 8.422 -15.394 21.751
H 11.242 -17.661 17.744
N 14.594 -16.901 14.283
H 15.474 -14.685 12.364
H 10.669 -20.547 17.145
C 1.451 -13.086 13.858
H 16.128 -14.588 14.463
H 12.428 -18.917 20.665
H 13.205 -18.269 12.549
O 3.496 -15.007 14.444
H 13.519 -14.263 16.201
H 12.290 -19.039 17.846
N 7.830 -10.064 13.201
O 9.578 -13.325 12.750
H 3.077 -15.080 17.939
H 6.124 -14.626 15.508
H 3.965 -14.687 13.670
H 15.500 -16.034 11.140
H 12.003 -19.202 15.561
H 8.762 -17.324 17.197
H -0.020 -14.129 15.921
C 9.607 -10.990 14.549
H 12.215 -15.939 13.186
C 13.197 -14.386 14.057
H 10.532 -11.567 14.568
H 12.595 -14.243 18.234

***

[4]
Here is a structure of composition NO4PS from the OMol25 dataset. Energies are from the ωB97M-V functional and the def2-TZVPD basis.

As for the frontier orbital gap: 6.538 eV. As for the total charge: -2. The calculation puts the highest occupied orbital energy at -0.1 eV. Its energy above the lowest of the compared OMol25 structures with the same formula, charge and spin is 5.9 kJ/mol. The LUMO energy is 6.41 eV. As for the spin multiplicity: 1.

Element x y z (Å)
O 0.038 -2.469 0.020
P 0.545 -1.032 0.117
O 0.611 -0.518 1.538
O 1.617 -0.550 -0.852
S -0.395 1.584 -0.178
O -1.384 2.712 -0.128
N -1.033 0.273 -0.517

***

- Which value of spin multiplicity does entry 3 give?
  1

***

- spin multiplicity of number 2 (C23H29Cl5NO2P2Tb)?
  7